(1)
{"formula": "C30H38Cl2FN5OPbSSi", "method": "the ωB97M-V functional and the def2-TZVPD basis", "symbols": ["Pb", "N", "C", "C", "C", "N", "C", "C", "N", "C", "H", "H", "H", "H", "H", "H", "H", "H", "H", "H", "H", "H", "H", "H", "H", "H", "Cl", "C", "C", "C", "Cl", "C", "C", "C", "C", "N", "C", "C", "O", "H", "H", "H", "H", "C", "Si", "C", "C", "C", "C", "C", "C", "N", "C", "S", "H", "H", "H", "H", "H", "H", "H", "H", "H", "H", "H", "H", "F", "C", "C", "C", "C", "C", "C", "C", "H", "H", "H", "H", "H", "H"], "coordinates": [[-0.180, 0.096, -0.857], [-3.382, -3.324, 0.381], [-4.858, -3.192, 0.325], [-5.332, -2.382, 1.534], [-4.915, -0.916, 1.444], [-3.412, -0.859, 1.545], [-5.412, -0.272, 0.154], [-5.041, -1.034, -1.118], [-3.630, -0.756, -1.445], [-5.310, -2.534, -0.978], [-3.127, -4.040, 1.054], [-3.039, -1.659, 0.966], [-3.021, -3.630, -0.515], [-5.329, -4.178, 0.370], [-4.959, -2.830, 2.460], [-6.421, -2.420, 1.592], [-5.307, -0.358, 2.294], [-3.107, -1.009, 2.508], [-2.970, 0.011, 1.232], [-5.059, 0.762, 0.088], [-6.500, -0.216, 0.231], [-5.699, -0.675, -1.916], [-3.539, 0.225, -1.692], [-3.372, -1.268, -2.283], [-4.880, -3.067, -1.831], [-6.390, -2.680, -1.055], [-1.792, 2.133, 3.728], [-1.051, 0.576, 3.525], [-0.757, -0.191, 4.668], [-0.195, -1.426, 4.541], [0.161, -2.354, 5.953], [0.100, -1.951, 3.255], [0.689, -3.215, 3.035], [0.945, -3.634, 1.760], [0.615, -2.792, 0.689], [0.054, -1.614, 0.859], [-0.203, -1.167, 2.122], [-0.786, 0.142, 2.241], [-1.096, 0.829, 1.167], [-0.980, 0.209, 5.648], [0.942, -3.835, 3.884], [1.406, -4.591, 1.563], [0.827, -3.084, -0.332], [5.916, -0.025, -0.394], [5.381, 0.210, -2.165], [6.704, -0.426, -3.317], [5.033, 2.007, -2.553], [3.808, -0.815, -2.502], [3.822, -1.813, -3.471], [2.691, -2.573, -3.760], [1.542, -2.309, -3.055], [1.493, -1.372, -2.098], [2.588, -0.648, -1.826], [2.383, 0.523, -0.516], [6.890, 0.446, -0.240], [6.023, -1.086, -0.157], [5.214, 0.411, 0.316], [7.620, 0.146, -3.156], [6.433, -0.313, -4.368], [6.944, -1.475, -3.133], [5.942, 2.597, -2.415], [4.259, 2.412, -1.900], [4.711, 2.127, -3.589], [4.732, -2.004, -4.025], [2.707, -3.345, -4.516], [0.623, -2.853, -3.242], [1.049, 8.623, -0.494], [0.961, 7.358, -0.195], [-0.161, 6.939, 0.541], [-0.252, 5.620, 0.854], [0.775, 4.701, 0.442], [0.712, 3.391, 0.787], [1.897, 5.192, -0.312], [1.992, 6.511, -0.629], [-0.901, 7.670, 0.834], [-1.090, 5.241, 1.426], [-0.116, 2.975, 1.356], [1.504, 2.709, 0.490], [2.663, 4.490, -0.620], [2.817, 6.927, -1.190]], "forces_ev_per_angstrom": [[-0.22, -0.17, -0.42], [0.02, -0.02, -0.01], [-0.01, 0.01, 0.00], [0.01, 0.00, 0.01], [0.01, 0.01, -0.02], [-0.05, -0.13, 0.04], [0.00, -0.02, 0.02], [-0.03, 0.09, 0.00], [0.04, -0.10, 0.07], [-0.01, -0.01, 0.00], [0.00, 0.00, 0.00], [-0.04, 0.00, 0.02], [-0.01, -0.01, 0.00], [0.00, 0.00, 0.00], [0.00, 0.00, 0.00], [0.00, 0.00, 0.00], [0.02, 0.01, 0.00], [-0.05, -0.01, -0.01], [-0.04, 0.17, -0.12], [0.00, 0.00, 0.00], [0.00, -0.01, 0.02], [0.01, 0.02, 0.00], [0.00, -0.01, 0.00], [0.02, -0.01, 0.01], [0.00, 0.00, -0.01], [0.00, 0.00, 0.01], [0.00, -0.01, 0.01], [0.02, 0.01, 0.00], [-0.02, 0.04, 0.02], [0.00, -0.05, 0.01], [0.00, 0.01, -0.01], [-0.02, 0.02, 0.00], [0.02, -0.02, -0.01], [0.01, -0.02, 0.02], [-0.07, 0.01, -0.02], [0.02, 0.02, 0.06], [0.06, 0.03, 0.00], [0.14, -0.07, 0.11], [0.06, 0.05, -0.06], [0.00, 0.00, 0.00], [0.00, 0.00, 0.00], [0.00, 0.00, 0.00], [0.01, 0.00, 0.00], [0.01, 0.01, 0.02], [0.00, -0.01, -0.02], [0.00, 0.00, 0.00], [0.01, 0.00, 0.00], [0.00, 0.01, 0.01], [0.00, 0.01, -0.02], [-0.01, -0.01, -0.01], [-0.01, 0.04, -0.01], [0.02, -0.07, 0.06], [0.12, -0.03, 0.01], [-0.07, 0.13, 0.11], [0.00, 0.00, 0.00], [0.01, 0.00, 0.00], [0.00, -0.01, 0.00], [0.00, 0.00, 0.00], [0.00, 0.00, 0.00], [0.00, 0.00, 0.00], [0.00, 0.00, 0.00], [-0.02, 0.00, 0.00], [0.00, 0.01, 0.01], [0.00, 0.00, 0.00], [0.00, 0.00, 0.00], [0.00, 0.00, -0.01], [0.00, 0.02, 0.00], [-0.01, -0.04, 0.02], [0.02, 0.04, -0.02], [0.02, -0.05, 0.00], [0.04, 0.10, -0.02], [0.02, -0.01, 0.12], [-0.03, -0.04, 0.02], [-0.01, 0.04, 0.00], [0.00, 0.00, 0.00], [0.00, 0.00, 0.00], [0.00, 0.01, -0.01], [-0.01, 0.03, 0.01], [0.00, 0.00, 0.00], [0.00, 0.00, 0.00]], "e_lumo_ev": -7.58, "gap_ha": 0.1858, "relative_energy_kj_mol": 146.4, "total_charge": 2, "homo_energy_ev": -12.632}



(2)
{"formula": "C30H38F17N2O14P2", "method": "the ωB97M-V functional and the def2-TZVPD basis", "symbols": ["C", "P", "C", "C", "C", "O", "O", "N", "C", "C", "C", "F", "F", "C", "F", "F", "C", "F", "F", "C", "F", "F", "C", "F", "F", "C", "F", "F", "C", "F", "F", "C", "F", "F", "F", "P", "N", "H", "H", "H", "H", "H", "H", "H", "H", "H", "H", "H", "H", "H", "H", "C", "C", "C", "O", "C", "O", "O", "H", "H", "H", "H", "H", "H", "C", "C", "C", "O", "C", "O", "O", "H", "H", "H", "H", "H", "H", "C", "C", "C", "O", "C", "O", "O", "H", "H", "H", "H", "H", "H", "C", "C", "C", "O", "C", "O", "O", "H", "H", "H", "H", "H", "H"], "coordinates": [[4.945, 1.588, -1.263], [5.710, -0.066, -1.442], [7.040, 0.214, -2.659], [4.496, -1.267, -2.207], [4.784, -1.771, -3.675], [5.132, -0.899, -4.498], [4.564, -2.993, -3.842], [3.069, -0.828, -2.072], [2.182, -2.016, -2.210], [0.951, -1.967, -1.271], [-0.324, -1.747, -2.029], [-0.365, -0.519, -2.593], [-0.448, -2.628, -3.053], [-1.630, -1.907, -1.162], [-2.439, -2.862, -1.645], [-1.314, -2.275, 0.091], [-2.472, -0.611, -0.999], [-3.398, -0.842, -0.043], [-1.686, 0.358, -0.541], [-3.205, -0.115, -2.303], [-2.846, 1.145, -2.551], [-2.855, -0.878, -3.352], [-4.756, -0.138, -2.226], [-5.198, -1.331, -1.816], [-5.146, 0.793, -1.338], [-5.443, 0.154, -3.601], [-4.757, 1.058, -4.317], [-5.461, -0.997, -4.289], [-6.928, 0.641, -3.479], [-7.592, 0.184, -4.558], [-7.508, 0.116, -2.386], [-7.124, 2.191, -3.480], [-6.231, 2.809, -2.680], [-8.372, 2.466, -3.032], [-6.997, 2.672, -4.735], [2.582, 0.434, -3.121], [1.739, 1.596, -2.485], [4.127, 1.527, -0.546], [4.587, 2.048, -2.186], [5.740, 2.235, -0.881], [7.902, 0.627, -2.131], [6.763, 0.873, -3.485], [7.312, -0.743, -3.105], [4.580, -2.145, -1.566], [2.761, -2.913, -2.015], [1.851, -2.120, -3.247], [0.894, -2.875, -0.674], [1.084, -1.137, -0.576], [3.756, 0.834, -3.755], [1.839, -0.279, -4.073], [2.219, 2.482, -2.585], [1.733, 2.763, 2.945], [1.473, 1.302, 2.684], [1.900, 0.341, 3.776], [2.145, -0.861, 3.028], [2.500, -0.494, 1.767], [2.936, -1.221, 0.939], [2.270, 0.828, 1.588], [1.701, 3.316, 2.006], [0.975, 3.165, 3.618], [2.714, 2.910, 3.397], [0.424, 1.137, 2.418], [1.144, 0.157, 4.534], [2.831, 0.656, 4.246], [-5.324, -4.063, -0.181], [-5.106, -5.480, -0.637], [-6.165, -6.484, -0.227], [-5.426, -7.708, -0.187], [-4.130, -7.396, 0.087], [-3.296, -8.189, 0.375], [-3.943, -6.061, -0.011], [-4.394, -3.502, -0.236], [-6.064, -3.573, -0.812], [-5.673, -4.036, 0.853], [-4.947, -5.521, -1.718], [-6.993, -6.574, -0.926], [-6.545, -6.275, 0.776], [-1.286, 6.260, -1.854], [0.073, 5.719, -1.496], [1.159, 6.742, -1.222], [2.343, 6.024, -1.574], [1.998, 5.089, -2.502], [2.765, 4.429, -3.118], [0.652, 5.015, -2.605], [-1.879, 5.484, -2.336], [-1.808, 6.591, -0.957], [-1.204, 7.101, -2.545], [0.001, 5.011, -0.665], [1.219, 7.071, -0.187], [1.065, 7.608, -1.883], [3.633, -1.981, 9.036], [3.545, -0.488, 8.866], [2.232, 0.163, 9.250], [2.210, 1.319, 8.402], [2.940, 1.030, 7.297], [2.971, 1.690, 6.309], [3.620, -0.123, 7.473], [4.459, -2.378, 8.448], [3.802, -2.229, 10.084], [2.717, -2.470, 8.702], [4.376, 0.011, 9.374], [2.165, 0.466, 10.291], [1.380, -0.471, 8.991]], "forces_ev_per_angstrom": [[0.01, 0.12, -0.45], [0.28, -0.54, 1.01], [-0.04, 0.25, -0.49], [-0.10, 0.29, -0.29], [-0.04, -0.27, 0.20], [-0.14, -0.06, -0.14], [0.12, 0.37, 0.00], [-0.07, -0.62, -0.82], [-0.13, 0.32, 0.15], [0.51, 0.32, -0.03], [-0.29, -0.47, 0.15], [0.05, 0.29, -0.09], [-0.05, -0.28, -0.16], [0.12, 0.47, 0.00], [-0.30, -0.32, -0.25], [0.20, -0.08, 0.44], [0.03, -0.03, -0.28], [-0.28, -0.16, 0.17], [0.24, 0.33, 0.17], [-0.01, -0.13, -0.02], [0.12, 0.28, 0.04], [0.00, -0.16, -0.18], [0.07, 0.33, -0.05], [-0.06, -0.35, 0.02], [-0.02, 0.18, 0.16], [-0.04, -0.18, 0.10], [-0.03, 0.11, 0.01], [0.00, -0.10, -0.09], [-0.05, 0.14, -0.27], [-0.05, 0.02, 0.05], [0.09, 0.07, -0.01], [-0.04, 0.50, 0.10], [-0.73, -0.35, -0.60], [0.91, -0.08, -0.38], [-0.11, -0.26, 1.01], [-0.14, 0.66, 0.63], [-0.08, -0.20, -0.12], [0.00, 0.09, 0.00], [-0.01, 0.01, 0.04], [-0.07, -0.05, 0.17], [-0.02, -0.04, 0.04], [-0.04, -0.06, 0.03], [0.06, 0.01, 0.07], [-0.03, 0.09, 0.07], [0.05, 0.09, 0.10], [0.02, -0.16, 0.03], [-0.16, -0.04, -0.11], [-0.07, 0.00, -0.02], [0.06, -0.17, -0.18], [0.11, -0.07, -0.14], [-0.04, -0.13, 0.07], [0.15, 0.02, -0.05], [-0.03, 0.07, 0.08], [0.04, -0.09, -0.15], [-0.01, -0.01, 0.06], [0.04, 0.10, -0.11], [0.04, -0.18, 0.27], [-0.03, -0.01, -0.03], [-0.07, -0.01, 0.00], [0.01, -0.01, 0.02], [0.00, -0.01, -0.01], [0.00, 0.00, -0.02], [-0.02, -0.08, -0.04], [-0.05, 0.03, 0.01], [0.07, -0.03, 0.24], [-0.06, 0.02, -0.01], [-0.03, 0.00, -0.03], [-0.03, 0.00, 0.03], [0.02, -0.02, 0.02], [-0.03, 0.03, 0.00], [0.01, -0.01, -0.05], [-0.01, 0.02, -0.10], [-0.01, -0.02, -0.01], [0.01, -0.02, 0.00], [0.05, 0.01, 0.00], [0.05, -0.08, -0.05], [-0.03, 0.06, -0.01], [0.02, 0.05, -0.14], [-0.03, 0.02, 0.05], [-0.02, 0.00, 0.02], [0.01, 0.06, -0.05], [-0.08, -0.16, 0.07], [0.17, 0.30, -0.05], [0.00, 0.02, -0.04], [-0.01, -0.04, 0.07], [0.00, 0.01, 0.00], [0.01, -0.02, -0.01], [0.00, -0.02, -0.01], [0.07, -0.07, 0.02], [-0.05, 0.02, 0.03], [-0.09, -0.05, -0.12], [-0.02, -0.02, 0.04], [0.00, -0.01, 0.02], [-0.05, -0.03, 0.02], [0.03, -0.04, -0.09], [-0.03, 0.12, 0.18], [0.07, 0.02, 0.03], [0.05, 0.03, 0.05], [-0.01, 0.00, 0.01], [0.01, 0.01, -0.02], [0.02, 0.00, -0.02], [0.03, 0.10, -0.03], [0.01, -0.04, 0.04]], "e_lumo_ev": 1.62, "gap_ha": 0.2032, "total_charge": -1, "homo_energy_ev": -3.912}